1.
# C44H110O22

A cluster of 11 separate species, C44H110O22 in total (ωB97M-V/def2-TZVPD, the Open Molecules 2025 dataset).

Calculated values
SMILES: COCCOC.COCCOC.COCCOC.COCCOC.COCCOC.COCCOC.COCCOC.COCCOC.COCCOC.COCCOC.COCCOC
Orbital gap: 9.51 eV

Last column: Mulliken charge in e.
Cartesian coordinates (Å):
C -3.14407 -0.02067 -5.01143  -0.775
O -3.59482 0.75637 -6.15932  -0.425
C -3.09064 2.12550 -6.28768  -0.220
C -3.07942 2.75960 -7.65422  -0.588
O -2.69344 4.14195 -7.49922  -0.332
C -2.31307 4.76478 -8.75634  -0.704
H -3.84185 -0.83193 -4.80392  0.287
H -3.03062 0.71901 -4.21890  0.323
H -2.20182 -0.56183 -5.09749  0.325
H -2.05663 2.18729 -5.94840  0.263
H -3.66807 2.80229 -5.65789  0.248
H -4.04420 2.77790 -8.16114  0.342
H -2.51627 2.24396 -8.43210  0.350
H -1.96380 5.76749 -8.51000  0.235
H -3.18778 4.77661 -9.40659  0.286
H -1.50969 4.18644 -9.21263  0.312
C 3.96196 -2.13532 6.48154  -0.910
O 3.39425 -0.95905 5.86620  -0.069
C 2.67216 -0.06697 6.69215  -0.893
C 1.64337 0.72633 5.97760  0.140
O 1.26614 1.85847 6.68983  -0.471
C 0.23268 2.58247 6.06136  -0.700
H 4.79778 -1.81639 7.10427  0.337
H 4.43051 -2.81242 5.76731  0.209
H 3.13921 -2.73669 6.86824  0.385
H 3.45145 0.54045 7.15243  0.345
H 2.25640 -0.44535 7.62600  0.424
H 0.83106 0.00309 5.90557  0.186
H 2.03858 1.10532 5.03513  0.157
H -0.20895 3.18868 6.85229  0.299
H -0.52001 1.93665 5.60918  0.311
H 0.56453 3.32479 5.33546  0.314
C 6.29516 -1.42061 -1.23657  -0.713
O 5.61814 -2.59219 -1.47693  -0.492
C 4.23504 -2.40439 -1.76446  0.391
C 4.07730 -1.45671 -2.94916  -0.974
O 2.70861 -1.49036 -3.40167  -0.028
C 2.12562 -0.22034 -3.87105  -0.513
H 5.80806 -0.84736 -0.44778  0.267
H 6.28603 -0.77781 -2.11681  0.315
H 7.23016 -1.72361 -0.76534  0.296
H 3.77481 -1.83999 -0.95344  -0.193
H 3.83737 -3.41597 -1.84615  0.325
H 4.87811 -1.73800 -3.63303  0.355
H 4.29983 -0.39956 -2.80424  0.402
H 1.22466 -0.56866 -4.37606  -0.254
H 2.78030 0.06905 -4.69309  0.445
H 2.01509 0.54787 -3.10573  0.397
C -2.28984 4.06801 -0.04158  -0.657
O -1.09663 4.17281 0.77541  0.064
C -0.37888 5.38816 0.49810  -0.906
C 0.28248 5.88074 1.72785  -0.080
O 0.82516 7.20375 1.60558  -0.442
C 1.71258 7.55128 0.53452  -0.681
H -2.21286 4.13830 -1.12658  0.448
H -2.99594 4.77751 0.38986  0.527
H -2.67306 3.07970 0.21235  -0.268
H -1.04271 6.15887 0.10638  0.487
H 0.34239 5.22833 -0.30335  0.366
H 1.08305 5.16404 1.91103  0.262
H -0.55148 5.84568 2.42883  0.071
H 1.16131 7.56115 -0.40574  0.262
H 2.47058 6.76995 0.47910  0.281
H 2.32927 8.44902 0.57776  0.278
C -0.33417 -2.32595 -9.01783  -0.668
O 0.66132 -3.13884 -8.33414  -0.421
C 0.37109 -3.79372 -7.13663  -0.627
C 0.53463 -2.82174 -5.96601  -0.208
O -0.74054 -2.57016 -5.27639  0.027
C -1.15712 -3.58122 -4.32046  -0.895
H -0.62465 -1.41510 -8.49429  0.221
H -1.26927 -2.86076 -9.18419  0.310
H -0.06300 -2.03244 -10.03193  0.279
H 1.05410 -4.59468 -6.85368  0.388
H -0.59617 -4.29617 -7.12898  0.337
H 0.88837 -1.85561 -6.32597  0.337
H 1.18656 -3.12816 -5.14797  0.190
H -0.58145 -3.47606 -3.40088  0.324
H -1.20773 -4.58133 -4.75098  0.361
H -2.17902 -3.37453 -4.00250  0.151
C -5.07316 1.39691 1.67719  0.011
O -4.85635 2.65677 2.32342  -0.510
C -3.62927 2.89647 3.10047  0.651
C -3.62320 4.25048 3.74701  -0.770
O -3.16342 4.12420 5.05257  -0.254
C -3.99565 4.78958 6.01446  -0.839
H -5.01312 0.65668 2.47504  0.218
H -4.20987 1.25522 1.02698  -0.212
H -6.05383 1.26638 1.21965  0.282
H -2.75107 2.74700 2.47235  -0.367
H -3.47985 2.18143 3.90948  0.371
H -4.52163 4.82801 3.52934  0.541
H -2.84985 4.88762 3.31794  -0.048
H -3.93300 5.84854 5.76388  0.348
H -3.53808 4.55617 6.97584  0.201
H -5.06205 4.56845 5.96990  0.325
C -1.53961 -4.79001 0.20205  -0.582
O -2.58763 -4.10381 0.84717  -0.362
C -2.05278 -3.10134 1.65418  0.775
C -2.35485 -3.31894 3.12184  -0.722
O -3.67901 -3.38695 3.55350  -0.464
C -4.41742 -2.21222 3.39843  -0.524
H -0.92633 -4.40329 -0.61185  0.154
H -1.95454 -5.69773 -0.23610  0.420
H -0.97204 -5.17742 1.04815  0.232
H -2.48775 -2.13240 1.40913  -0.364
H -1.01001 -2.81938 1.50851  0.209
H -1.85771 -2.80175 3.94249  0.464
H -2.00920 -4.33936 3.28725  0.221
H -5.37753 -2.31745 3.90362  0.395
H -4.92868 -2.09155 2.44336  0.035
H -3.83681 -1.31364 3.60715  0.281
C 3.59594 -7.23974 2.31096  -0.799
O 4.06606 -5.87721 1.98861  -0.339
C 3.59519 -5.25016 0.82086  -0.623
C 2.15037 -4.93535 1.07914  -0.127
O 1.73645 -3.83849 1.86764  0.193
C 2.26404 -3.70471 3.19309  -1.289
H 2.55940 -7.57686 2.30568  0.323
H 3.86103 -7.45707 3.34565  0.274
H 4.14635 -7.94744 1.69104  0.325
H 3.86587 -5.78543 -0.08926  0.423
H 4.14342 -4.37085 0.48268  0.155
H 1.66803 -5.86018 1.39560  0.393
H 1.73610 -4.68760 0.10185  0.057
H 2.07815 -4.65472 3.69412  0.442
H 1.84467 -2.84690 3.71881  0.259
H 3.34130 -3.57843 3.08503  0.422
C -5.07059 -2.68638 -0.94906  -0.331
O -5.64171 -1.46830 -1.38930  -0.503
C -4.69363 -0.41260 -1.63209  1.623
C -5.35681 0.93809 -1.87682  -0.925
O -5.69134 1.52233 -3.10682  -0.334
C -6.84455 1.00414 -3.71616  -0.850
H -5.82798 -3.38896 -0.60139  0.388
H -4.57872 -2.61476 0.02101  -0.099
H -4.43723 -3.19356 -1.67688  0.162
H -4.02235 -0.74636 -2.42334  -0.471
H -3.88272 -0.42335 -0.90379  -0.333
H -4.65688 1.68907 -1.51044  0.192
H -6.12848 1.00228 -1.10966  0.564
H -7.54532 0.30865 -3.25430  0.331
H -6.49216 0.34638 -4.51069  0.282
H -7.35628 1.77834 -4.28784  0.322
C -1.04563 -1.37329 -1.58675  -1.146
O -1.04563 -0.67260 -0.29249  0.169
C -0.19022 0.48955 -0.27042  -0.376
C 0.01110 1.07918 1.16771  -0.230
O 0.51081 0.05243 2.05475  -0.262
C 1.89011 -0.27439 1.93946  0.726
H -1.59055 -2.30636 -1.44343  -0.089
H -0.01364 -1.65137 -1.80064  0.555
H -1.31368 -0.74646 -2.43724  0.356
H -0.69185 1.21626 -0.90946  0.604
H 0.76198 0.24649 -0.74196  -0.087
H -0.93283 1.28475 1.67252  -0.215
H 0.64868 1.95799 1.26416  0.278
H 2.18086 -0.50766 0.91519  0.090
H 1.88639 -1.23854 2.44790  -0.526
H 2.49138 0.42827 2.51638  -0.228
C 7.76940 3.38056 4.41875  -0.859
O 6.71036 2.64143 3.96759  -0.277
C 6.04532 3.02514 2.75760  -0.678
C 4.92138 1.99238 2.41949  -0.079
O 5.44195 0.75267 1.99515  -0.292
C 5.29922 -0.37617 2.72237  -0.589
H 8.29195 2.68441 5.07481  0.283
H 7.56641 4.03851 5.26373  0.316
H 8.51254 3.82037 3.75363  0.310
H 6.79022 3.05123 1.96227  0.385
H 5.53811 3.95869 3.00118  0.349
H 4.37676 2.25427 1.51236  0.297
H 4.28996 1.82540 3.29213  0.009
H 5.87430 -1.17638 2.25648  0.326
H 4.30503 -0.72076 3.00689  0.187
H 5.91188 -0.28360 3.61913  0.339



2.
# C44H112N8O14

A cluster of 8 separate species, C44H112N8O14 in total (ωB97M-V/def2-TZVPD, the Open Molecules 2025 dataset).

Calculated values
SMILES: COC[C@H](C)N.COC[C@H](C)N.COCCNCCOC.COCCNCCOC.COCCNCCOC.COCCNCCOC.COCCNCCOC.COCCNCCOC
Orbital gap: 8.99 eV

Last column: Mulliken charge in e.
Cartesian coordinates (Å):
C 0.31140 6.84561 4.09957  -0.491
O -0.53362 6.19682 5.01181  -0.525
C -0.44886 4.77451 4.99516  0.791
C -1.52929 4.29266 5.92066  0.277
C -1.44875 2.78641 6.21433  -1.202
N -2.85003 4.61280 5.38879  -0.546
H 1.25492 7.09859 4.59336  -0.014
H -0.15927 7.79294 3.84654  0.313
H 0.50623 6.21897 3.22715  0.274
H -0.58848 4.36783 3.97252  0.038
H 0.57116 4.46541 5.24838  -0.320
H -1.39264 4.77567 6.90129  0.135
H -0.42238 2.53040 6.50436  0.277
H -1.60911 2.23413 5.28599  0.057
H -2.14038 2.50351 7.00246  0.442
H -2.86049 5.57684 5.07441  0.248
H -3.52398 4.44578 6.12225  0.233
C 0.40024 -11.22262 -6.09057  -0.716
O 0.83871 -9.92560 -6.39063  -0.308
C 0.87411 -9.10531 -5.23031  -0.774
C 1.37923 -7.72130 -5.58772  0.245
C 2.91813 -7.69366 -5.52964  -1.151
N 0.86692 -6.80781 -4.54332  -0.625
H -0.66281 -11.25180 -5.77458  0.289
H 0.93880 -11.68843 -5.24690  0.292
H 0.46590 -11.88043 -6.95618  0.263
H -0.14839 -8.98294 -4.84369  0.425
H 1.49512 -9.58509 -4.46186  0.320
H 1.06383 -7.36697 -6.56334  0.396
H 3.29482 -7.84778 -4.52313  0.372
H 3.19275 -6.73241 -5.98035  0.108
H 3.42570 -8.40032 -6.20159  0.361
H 1.39794 -6.91649 -3.67782  0.264
H 1.13348 -5.85006 -4.79691  0.240
C 4.65744 -4.49441 1.33553  -0.684
O 3.57568 -5.40388 1.25526  -0.265
C 3.19688 -5.96338 2.48554  -0.544
C 1.81056 -6.47948 2.26069  -0.922
N 0.83884 -5.35065 2.23014  -0.104
C 0.19621 -5.12671 3.52124  -0.580
C -0.91687 -4.10097 3.43749  -0.821
O -0.55778 -2.72661 3.14946  -0.146
C 0.64802 -2.33195 3.71529  0.054
H 4.39699 -3.66220 2.01347  0.278
H 4.84992 -4.07512 0.35146  0.152
H 5.57648 -4.96933 1.71073  0.330
H 3.19155 -5.21271 3.27914  0.339
H 3.87262 -6.80681 2.65282  0.461
H 1.57134 -7.07484 3.14492  0.494
H 1.70461 -7.07117 1.35748  0.393
H 1.39312 -4.53802 1.96621  -0.128
H 0.88323 -4.82227 4.32292  0.346
H -0.26862 -6.06571 3.82298  0.552
H -1.27088 -4.04929 4.49263  0.367
H -1.76750 -4.36430 2.81866  0.344
H 0.75300 -1.25967 3.54410  -0.469
H 1.51387 -2.78723 3.21642  -0.004
H 0.70896 -2.51792 4.79264  0.505
C -2.08173 0.83344 2.72423  -0.913
O -0.73859 1.10190 2.31802  0.376
C -0.60119 1.47503 0.98755  -0.487
C -0.61674 0.27406 0.05883  -0.428
N 0.47092 -0.61893 0.42908  -0.083
C 0.30845 -1.94453 -0.03301  0.088
C 0.57440 -2.04454 -1.51999  -0.441
O 0.85196 -3.33770 -2.02141  -0.272
C -0.08219 -4.34139 -1.64630  -0.537
H -2.55170 0.13049 2.03881  0.220
H -2.60781 1.79413 2.79503  0.118
H -2.01453 0.46075 3.74254  0.286
H 0.26998 2.11712 0.86630  0.346
H -1.43515 2.14180 0.70145  0.007
H -0.51217 0.64474 -0.96809  0.191
H -1.56987 -0.27899 0.10436  0.114
H 0.75243 -0.50896 1.38467  0.313
H -0.68909 -2.37617 0.19788  0.166
H 0.87803 -2.67547 0.55690  0.063
H 1.45927 -1.43335 -1.72046  0.280
H -0.25423 -1.62871 -2.11534  0.015
H -1.06539 -3.91865 -1.40055  0.252
H 0.23113 -4.81133 -0.70162  0.102
H -0.10984 -5.07708 -2.44227  0.230
C -8.91473 -1.66958 -5.93456  -0.701
O -7.90935 -2.52262 -5.44623  -0.321
C -6.81661 -1.90611 -4.76868  -0.148
C -6.14835 -3.04065 -3.99675  -0.911
N -4.99868 -2.67598 -3.19655  -0.233
C -3.86488 -2.19289 -3.99414  -0.652
C -3.04227 -1.17444 -3.25865  -0.493
O -3.76112 0.01411 -3.19959  -0.427
C -3.37864 0.77920 -2.09822  -0.520
H -9.08351 -0.81324 -5.28514  0.304
H -9.78253 -2.27984 -6.15823  0.233
H -8.57336 -1.30319 -6.91953  0.268
H -7.05838 -1.06012 -4.11979  0.322
H -6.13878 -1.59966 -5.57823  0.232
H -5.82080 -3.81485 -4.69370  0.297
H -6.91460 -3.53490 -3.39602  0.367
H -5.24897 -2.01006 -2.47584  0.283
H -4.11103 -1.88881 -5.01623  0.302
H -3.25263 -3.09322 -4.17457  0.386
H -2.09321 -1.04640 -3.79406  0.351
H -2.78335 -1.60718 -2.28294  0.263
H -3.84162 1.76555 -2.13568  0.430
H -2.29665 0.94129 -2.07977  0.231
H -3.66309 0.35294 -1.12657  0.128
C 3.54845 1.37869 -7.25141  -0.682
O 4.88142 0.97624 -7.01179  -0.396
C 5.36406 1.26867 -5.72885  -0.768
C 4.74027 0.40707 -4.65859  -0.383
N 4.98716 -0.98981 -4.85181  -0.284
C 4.18533 -1.84136 -4.00608  -0.589
C 4.41672 -3.32519 -4.20295  -0.613
O 3.60941 -3.91775 -5.18743  -0.278
C 3.81676 -3.45730 -6.49299  -0.754
H 3.52952 1.72272 -8.28622  0.262
H 3.25798 2.19623 -6.58919  0.357
H 2.86574 0.52942 -7.17222  0.185
H 5.20521 2.31888 -5.45649  0.441
H 6.43323 1.07580 -5.82055  0.339
H 3.65341 0.62165 -4.67519  0.282
H 5.12136 0.75475 -3.69282  0.352
H 4.93394 -1.21674 -5.83486  0.323
H 3.09773 -1.63989 -4.00837  0.356
H 4.45730 -1.59780 -2.96801  0.454
H 4.09773 -3.77252 -3.25775  0.217
H 5.44910 -3.64974 -4.36993  0.369
H 4.90182 -3.46676 -6.68966  0.431
H 3.45898 -2.42801 -6.64575  0.113
H 3.30584 -4.07592 -7.22554  0.261
C 5.76198 6.61936 6.54663  -0.577
O 4.72254 7.42426 6.09804  -0.363
C 3.51890 7.13590 6.74434  -0.848
C 2.90441 5.77887 6.37252  -0.175
N 3.22575 4.72049 7.28406  -0.135
C 2.75929 3.40185 6.92916  -0.103
C 3.53140 2.74006 5.80437  -0.443
O 2.93571 1.51690 5.36628  -0.410
C 1.96326 1.62335 4.31911  -0.044
H 5.58010 5.53874 6.48121  0.143
H 5.94937 6.77527 7.62550  0.280
H 6.68053 6.86554 6.02252  0.276
H 2.86695 7.97763 6.52972  0.337
H 3.63216 7.11403 7.84544  0.410
H 3.23243 5.58501 5.35190  0.280
H 1.82545 6.00399 6.44827  0.177
H 3.32845 4.87823 8.26181  0.263
H 1.67580 3.38812 6.71971  -0.261
H 2.82828 2.74986 7.80808  0.417
H 4.54532 2.43691 6.07517  0.276
H 3.61663 3.44794 4.96168  0.294
H 2.51697 1.41486 3.37936  0.281
H 1.56811 2.62858 4.16236  0.085
H 1.19142 0.86087 4.35746  -0.122
C -5.29626 2.41303 0.82300  -0.884
O -4.09626 3.16092 0.83395  -0.057
C -4.24821 4.40684 1.47509  -0.720
C -3.04779 5.29618 1.14833  -0.301
N -3.28698 6.66918 1.52833  -0.217
C -4.29388 7.34281 0.69756  -0.627
C -3.74307 8.20439 -0.40669  -0.585
O -2.83042 9.10961 0.15768  -0.311
C -2.37773 10.06486 -0.75949  -0.769
H -6.06513 2.87996 0.17705  0.328
H -5.84896 2.29382 1.77231  0.351
H -5.11368 1.40504 0.44869  0.215
H -4.21603 4.24393 2.56818  0.238
H -5.20642 4.92277 1.33733  0.502
H -2.96176 5.23796 0.04218  0.150
H -2.15659 4.83505 1.56778  0.300
H -2.44843 7.22604 1.37465  0.223
H -4.87568 7.95415 1.40386  0.292
H -5.07522 6.68989 0.29841  0.313
H -4.59390 8.69857 -0.87664  0.433
H -3.11388 7.56228 -1.04003  0.314
H -3.15225 10.60707 -1.32516  0.292
H -1.75126 9.55895 -1.51346  0.311
H -1.81766 10.83641 -0.23781  0.245